## a
Entry from the OMol25 dataset: a 2-piece molecular cluster, H2NO3S overall (ωB97M-V/def2-TZVPD).

Each line ends with the natural charge from an NBO analysis.
Atoms and positions in Å:
N -1.5120 -0.1697 0.0869  -0.474
O 2.3724 -0.4137 -0.9265  -0.977
O 0.9014 1.2598 0.2708  -0.992
O -0.9113 -1.1721 0.7954  -0.527
S 1.6863 0.0131 0.2974  1.337
H -1.3473 -0.1986 -0.8726  0.300
H -1.1895 0.6811 0.3486  0.333

Calculated values
- E_LUMO (alpha / beta) (eV) = 4.10 / 4.04
- total charge = -1
- HOMO-LUMO gap (alpha / beta) (eV) = 8.225 / 5.738

***

## b
Entry from the OMol25 dataset: a 2-piece molecular cluster, H2NO3S overall (ωB97M-V/def2-TZVPD).

Each line ends with the natural charge from an NBO analysis.
Atoms and positions in Å:
N -1.8087 -0.3284 -0.1607  -0.992
O 0.9552 1.1627 0.8352  -0.939
O 1.6705 -1.1453 0.1281  -0.943
O 1.5456 0.6778 -1.5743  -0.936
S 1.1965 0.2166 -0.2121  2.235
H -1.6561 -1.0703 0.6457  0.289
H -1.9031 0.4868 0.3381  0.286

Calculated values
- E_LUMO (alpha / beta) (eV) = 3.64 / 3.87
- total charge = -1
- HOMO-LUMO gap (alpha / beta) (eV) = 6.354 / 9.009

***

Here is how they stack up, most stable first: b, a.